(1)
{"formula": "C19H28N2O4S", "method": "the ωB97M-V functional and the def2-TZVPD basis", "elements": ["C", "C", "C", "C", "C", "N", "C", "O", "C", "C", "C", "C", "C", "C", "O", "C", "C", "C", "N", "S", "C", "O", "O", "C", "C", "C", "H", "H", "H", "H", "H", "H", "H", "H", "H", "H", "H", "H", "H", "H", "H", "H", "H", "H", "H", "H", "H", "H", "H", "H", "H", "H", "H", "H"], "xyz": [[-0.55298, -4.73905, -0.70788], [-1.28491, -3.43510, -0.41151], [-1.93950, -3.46157, 0.97049], [-2.61715, -2.12437, 1.25595], [-1.59940, -0.99158, 1.12667], [-0.99539, -1.01241, -0.18497], [-0.90768, 0.03341, -1.04029], [-0.21221, -0.00930, -2.04220], [-1.72800, 1.23656, -0.68146], [-3.11523, 1.16624, -0.68555], [-3.87832, 2.27186, -0.35777], [-3.25239, 3.45973, -0.01918], [-1.87329, 3.55305, -0.03359], [-1.09704, 2.45180, -0.38278], [0.25791, 2.50720, -0.52035], [1.05822, 3.04693, 0.52025], [1.20665, 2.01740, 1.64869], [1.79190, 0.73581, 1.06331], [3.05768, 1.00399, 0.41836], [3.84944, -0.37816, -0.07543], [3.04721, -0.95167, -1.60420], [5.19478, -0.00879, -0.39903], [3.64607, -1.37038, 0.94259], [3.00436, 2.00790, -0.62447], [2.44046, 3.31653, -0.07726], [-0.31224, -2.25442, -0.48861], [-0.11476, -4.71363, -1.70249], [-1.23993, -5.58033, -0.65562], [0.24387, -4.89976, 0.01486], [-2.06595, -3.28480, -1.16530], [-2.67063, -4.27033, 1.02141], [-1.17471, -3.65121, 1.72720], [-3.04088, -2.11687, 2.26102], [-3.42865, -1.96390, 0.54341], [-2.07134, -0.02468, 1.30338], [-0.80639, -1.13469, 1.87393], [-3.59394, 0.23396, -0.94758], [-4.95547, 2.20704, -0.36389], [-3.84126, 4.32560, 0.24413], [-1.39571, 4.49197, 0.20303], [0.62204, 3.97673, 0.91074], [1.86777, 2.41898, 2.41572], [0.23314, 1.80212, 2.09519], [1.98900, -0.00351, 1.83973], [1.07571, 0.31931, 0.34551], [2.01708, -0.61679, -1.65046], [3.61602, -0.56029, -2.43640], [3.09357, -2.03230, -1.58354], [4.02659, 2.13596, -0.98202], [2.36233, 1.68542, -1.45468], [3.09188, 3.71761, 0.69843], [2.36096, 4.03833, -0.89006], [0.09840, -2.16845, -1.49614], [0.51235, -2.40308, 0.22066]], "forces_ev_per_a": [[-0.177, 0.258, -0.027], [0.271, -0.142, 0.269], [-0.268, 0.150, -0.311], [0.269, -0.010, 0.184], [-0.420, 0.078, 0.296], [0.044, -0.136, 0.030], [0.041, 0.024, 0.031], [0.017, 0.190, -0.255], [0.159, 0.339, -0.125], [0.114, 0.098, 0.009], [-0.117, -0.023, -0.009], [-0.025, -0.040, 0.022], [0.296, 0.023, -0.004], [-0.298, -0.284, -0.028], [-0.148, 0.043, -0.285], [0.331, 0.339, 0.705], [-0.044, -0.054, -0.501], [-0.540, -0.244, 0.543], [0.557, -0.722, -0.153], [0.216, -0.301, -0.060], [0.340, 0.392, 0.695], [-0.009, 0.218, -0.279], [-0.346, -0.014, -0.008], [0.195, 0.587, -0.442], [-0.339, -0.324, -0.120], [-0.106, -0.232, -0.460], [0.087, -0.065, -0.117], [-0.026, -0.123, 0.001], [0.119, -0.060, 0.090], [0.020, 0.064, 0.004], [0.034, -0.077, 0.048], [0.070, -0.067, 0.070], [-0.055, 0.033, 0.018], [-0.068, 0.049, -0.007], [0.133, -0.122, 0.042], [-0.033, 0.052, 0.015], [-0.041, -0.118, -0.003], [-0.094, -0.004, -0.008], [-0.039, 0.075, 0.018], [0.059, 0.077, 0.000], [0.047, -0.132, -0.117], [-0.009, 0.028, 0.085], [0.013, -0.007, 0.038], [-0.210, 0.086, -0.014], [0.028, -0.061, 0.110], [-0.228, 0.044, 0.018], [0.061, 0.094, -0.136], [0.051, -0.182, 0.055], [-0.111, 0.144, -0.108], [0.072, 0.005, -0.018], [0.019, 0.043, 0.023], [0.024, 0.033, 0.009], [0.032, -0.020, 0.163], [0.030, -0.003, 0.003]], "smiles": "C[C@H]1CCCN(C(=O)c2ccccc2OC2CCN(S(C)(=O)=O)CC2)C1", "de_lowest_ev": 1.178, "mol_weight_g_mol": 380.51, "homo_energy_ev": -9.12, "gap_ev": 9.7629}

(2)
{"formula": "C19H28N2O5S", "method": "the ωB97M-V functional and the def2-TZVPD basis", "elements": ["C", "H", "H", "H", "S", "O", "O", "N", "C", "C", "H", "H", "C", "C", "C", "H", "H", "H", "H", "O", "C", "C", "C", "C", "C", "C", "C", "O", "N", "C", "C", "C", "C", "H", "C", "C", "O", "H", "H", "H", "H", "H", "H", "H", "H", "H", "H", "H", "H", "H", "H", "H", "H", "H", "H"], "xyz": [[5.25874, 0.44442, 0.27158], [5.57067, 1.46921, 0.41671], [5.30788, 0.37262, -0.90708], [6.00624, -0.23932, 0.60260], [3.63684, -0.13238, 0.79103], [3.67610, 0.16973, 2.40340], [3.10851, -1.37758, 0.64239], [2.62244, 1.27173, 0.16050], [1.57189, 1.76744, 1.10313], [0.95097, 2.90062, 0.58012], [1.55554, 3.96888, 0.47054], [0.01336, 3.36416, 1.16329], [0.34158, 2.39178, -0.88842], [1.45272, 2.12534, -1.63989], [2.08297, 0.82958, -1.12177], [1.28028, 0.01830, -0.72861], [2.94586, 0.29183, -1.54898], [0.97511, 1.66900, -2.55192], [2.26874, 2.93297, -1.91306], [-0.65682, 1.57320, -0.53846], [-1.85920, 1.74699, -0.09947], [-2.69649, 2.99756, 0.00557], [-3.81801, 3.10790, 0.52725], [-4.35731, 1.99740, 1.41096], [-3.52902, 0.97700, 1.15815], [-2.20867, 0.72138, 0.77021], [-1.38260, -0.64164, 1.10552], [-0.82088, -0.33718, 2.17616], [-1.26770, -1.42710, 0.27420], [-1.90080, -1.50372, -0.99899], [-0.98496, -1.64573, -2.28701], [-0.29218, -3.09251, -2.10649], [0.54668, -2.93837, -0.64884], [0.93258, -4.07436, -0.44720], [-0.39195, -2.60454, 0.50986], [-1.19489, -3.47425, 1.09770], [-2.11835, -3.21536, 1.85736], [-1.67835, -2.60387, 2.89415], [-1.86307, -4.08616, 0.28995], [-0.69212, -4.32443, 1.57151], [0.37862, -2.27879, 1.47856], [1.20033, -2.19689, -0.53250], [-1.08225, -3.92657, -1.90365], [0.37985, -3.42209, -2.77164], [-1.67873, -1.75211, -3.23268], [-0.12198, -1.00387, -2.34102], [-2.37302, -0.62785, -1.18076], [-2.55427, -2.40820, -0.95507], [-3.84746, 0.08409, 1.91349], [-5.38821, 2.09014, 1.76680], [-4.37255, 3.94074, 0.30256], [-2.19515, 3.77007, -0.79905], [0.04915, 3.52047, -1.33942], [0.96163, 0.87453, 1.52806], [2.25170, 1.94575, 2.23868]], "forces_ev_per_a": [[0.005, -1.035, -4.465], [-0.898, 0.191, 0.942], [-0.238, -0.123, 2.019], [0.330, -0.595, 0.599], [0.186, 10.727, 10.798], [0.529, -0.666, -6.271], [-1.542, -5.907, -3.137], [2.298, -1.829, 1.112], [4.583, -4.307, 6.836], [-3.795, 6.074, -1.942], [-0.774, -3.111, -0.006], [1.930, -1.694, -0.823], [-2.122, 11.120, 5.397], [3.539, -5.109, -6.483], [-0.506, -1.319, 3.433], [1.189, 1.523, -1.971], [-0.789, 0.501, -1.152], [0.755, 1.058, -0.605], [-2.216, -1.470, 0.933], [2.641, -2.463, -3.761], [-2.404, 1.129, 4.567], [10.857, -0.729, -7.816], [-6.832, -1.749, 5.219], [1.226, 4.031, -4.516], [-1.706, -6.617, 6.902], [-2.033, 0.312, -2.788], [-2.710, 16.187, 9.680], [0.493, -2.428, 0.549], [3.938, -10.658, -10.423], [0.743, -2.214, -1.881], [-0.686, -4.291, -0.088], [-2.700, 1.764, 5.741], [-4.554, -6.258, -1.137], [-0.332, 3.041, -0.226], [6.530, 6.311, 0.807], [-0.019, -12.508, -4.033], [-6.082, 6.807, 11.578], [-1.793, -2.369, -4.432], [1.566, 0.814, 0.444], [1.460, -0.373, -0.681], [-1.867, -0.218, -2.654], [3.420, 2.441, -0.729], [1.300, 1.509, -0.534], [2.273, -0.854, -2.866], [1.401, 0.946, 1.840], [-0.315, 0.983, -0.283], [-2.256, 2.427, -0.053], [0.079, 0.932, -0.388], [0.354, 1.294, -1.889], [0.743, -0.664, 0.229], [-1.373, 2.116, -0.029], [-1.712, -1.336, 2.247], [-0.403, -2.829, 0.929], [0.230, 1.639, -1.268], [-1.943, -0.155, -3.471]], "de_lowest_ev": 19.401, "mol_weight_g_mol": 396.51, "homo_energy_ev": -7.96, "gap_ev": 8.1992}

(3)
{"formula": "C19H28N3O4", "method": "the ωB97M-V functional and the def2-TZVPD basis", "elements": ["C", "N", "C", "C", "C", "C", "N", "C", "C", "O", "C", "N", "C", "C", "O", "C", "C", "O", "C", "C", "C", "C", "C", "C", "C", "O", "H", "H", "H", "H", "H", "H", "H", "H", "H", "H", "H", "H", "H", "H", "H", "H", "H", "H", "H", "H", "H", "H", "H", "H", "H", "H", "H", "H"], "xyz": [[-0.60948, -3.74064, 1.15551], [0.54812, -2.81715, 0.74656], [1.87787, -3.49596, 0.74962], [2.77069, -2.70854, -0.34074], [2.42237, -1.26731, -0.04415], [1.32739, -0.84084, 0.25781], [1.43186, 0.52575, 0.43420], [0.47865, 1.67608, 1.20169], [-0.17543, 2.39807, 0.22067], [-1.10616, 3.46360, 0.84341], [-0.88521, 1.77693, -0.95943], [-1.81910, 0.97185, -0.78848], [-3.20686, 1.51965, -0.30900], [-3.62417, 1.06422, 1.33454], [-2.49866, 1.43930, 2.09339], [-2.27402, -0.02250, -1.79521], [-3.11889, -1.04908, -1.66237], [-4.49097, -0.72252, -1.65781], [2.56606, 1.16241, 0.04704], [3.22788, 2.51408, 0.16185], [4.62048, 2.34010, -0.32733], [5.21385, 1.27536, -0.86409], [4.65533, 0.03196, -0.88032], [3.27338, -0.22161, -0.12131], [0.30425, -1.40092, 0.65761], [-0.96711, -1.08275, 0.77037], [-0.38915, -4.24411, 1.93066], [-1.39600, -3.12649, 1.12862], [-0.72932, -4.53681, 0.35392], [1.69644, -4.32165, 0.38311], [2.07277, -3.17077, 1.75263], [3.73226, -3.07439, -0.17830], [2.31432, -2.85033, -1.39043], [-0.31812, 0.97808, 1.54062], [0.89374, 2.16432, 2.04745], [0.64044, 3.12780, -0.11372], [-1.72042, 3.04139, 1.57283], [-1.22153, 2.59121, -1.89477], [-0.04401, 1.31663, -1.28299], [-1.57878, 0.22631, 0.14958], [-3.11160, 2.69612, -0.01303], [-3.98529, 1.43560, -0.85081], [-3.64912, 0.09230, 0.91037], [-4.50076, 1.60390, 1.37993], [-2.86390, 1.00229, 2.98896], [-2.59978, 0.59021, -2.62400], [-1.20262, -0.18965, -2.22069], [-2.84721, -1.77426, -0.69813], [-3.05608, -1.94792, -2.42701], [-5.03834, -1.40103, -1.53972], [2.63913, 3.27057, 0.73576], [4.98806, 3.29723, -0.30190], [6.23120, 1.21826, -1.09567], [5.10153, -0.80435, -1.16727]], "forces_ev_per_a": [[2.870, 1.623, -7.928], [-3.056, 0.387, 0.136], [0.398, 11.415, 0.706], [-4.393, 0.066, 0.467], [11.761, -5.923, -3.362], [-1.269, 11.738, 1.220], [-3.349, 8.784, 1.712], [-1.091, -8.621, 1.140], [-2.061, 8.399, -1.892], [-0.149, -2.351, 1.480], [6.114, 9.823, -4.147], [-13.028, -9.374, 7.461], [5.945, 5.923, 8.392], [3.504, 0.322, -6.502], [-2.992, -2.333, 3.695], [8.412, 6.048, -4.877], [-3.998, -10.770, 3.078], [3.218, 5.747, -0.498], [2.359, -5.165, 1.443], [0.634, -5.475, -1.070], [-6.422, 3.761, 2.602], [0.159, -3.618, -0.463], [-6.016, 1.140, 4.370], [6.893, 7.130, -5.004], [-12.504, -11.318, 2.848], [2.605, 1.026, 0.045], [1.364, -3.050, 6.227], [-3.314, 1.784, 0.616], [0.100, 1.017, 0.542], [-1.228, -8.921, -2.230], [1.873, -1.511, 0.747], [1.888, 0.127, -0.374], [1.069, -0.551, 1.478], [0.670, 0.413, 0.970], [0.998, 0.450, 0.195], [-1.429, -0.876, -0.878], [1.963, 0.825, -2.004], [1.298, -1.728, 2.899], [2.496, -2.095, -2.280], [0.541, 0.708, -1.847], [0.308, -2.661, -1.626], [-4.910, -1.385, -4.514], [-0.606, -1.955, 1.766], [-1.958, 0.870, 1.058], [2.193, 1.685, -2.156], [-0.591, 0.583, -0.391], [-1.807, -1.350, 0.377], [-0.615, 2.100, -1.698], [0.849, 2.322, 0.692], [-3.067, -4.576, 0.729], [1.377, -0.110, -1.009], [2.152, 1.862, -0.017], [1.436, 0.874, -0.812], [2.406, -3.237, -1.513]], "smiles": "CN1CCc2c(n(C[C@H](O)C[NH+](CCO)CCO)c3ccccc23)C1=O", "charge": 1, "de_lowest_ev": 18.067, "mol_weight_g_mol": 362.45, "homo_energy_ev": -11.00, "gap_ev": 7.7509}